This record from OMol25 describes a molecular structure, C25H20OsP2S6 at a distorted geometry. The level of theory is wB97M-V/def2-TZVPD.

Structure (XYZ):
```
54
C25H20OsP2S6, DFT wB97M-V/def2-TZVPD
Os 0.23686 0.13352 0.50073
S -1.41125 -1.36822 1.66929
P -1.72031 -1.75155 -0.27907
C -0.96480 -0.31614 -0.89222
P -0.31737 0.45944 -2.29964
S 1.38922 1.13479 -1.48952
C -1.43136 1.78858 -2.80726
C -2.35712 2.30828 -1.90702
C -3.15849 3.37790 -2.27728
C -3.03643 3.93573 -3.54132
C -2.10495 3.42998 -4.43827
C -1.30387 2.36034 -4.07231
C -0.12238 -0.57484 -3.76203
C 1.10643 -1.16668 -4.02975
C 1.22374 -2.06532 -5.08214
C 0.11682 -2.37723 -5.85634
C -1.11547 -1.78997 -5.58849
C -1.23635 -0.88896 -4.54417
C -3.45158 -1.92400 -0.76501
C -4.00539 -3.09965 -1.26112
C -5.34328 -3.13285 -1.63391
C -6.12591 -1.99562 -1.51098
C -5.57990 -0.82122 -1.00531
C -4.24842 -0.78592 -0.63171
C -0.87469 -3.24044 -0.85065
C -0.14765 -4.00969 0.05171
C 0.54887 -5.12445 -0.39581
C 0.52534 -5.47003 -1.73760
C -0.19694 -4.70211 -2.64309
C -0.89454 -3.59051 -2.20225
H -2.43633 1.88495 -0.91421
H -3.87494 3.77987 -1.57277
H -3.66467 4.76921 -3.82789
H -2.00051 3.86969 -5.42146
H -0.57410 1.97353 -4.77322
H 1.95824 -0.92405 -3.40633
H 2.18099 -2.52383 -5.29270
H 0.21171 -3.07877 -6.67546
H -1.97793 -2.03265 -6.19556
H -2.19584 -0.43006 -4.33376
H -3.39979 -3.99185 -1.34899
H -5.77235 -4.04937 -2.01729
H -7.16743 -2.02307 -1.80454
H -6.19463 0.06307 -0.89989
H -3.81701 0.12195 -0.22540
H -0.11671 -3.71801 1.09289
H 1.11684 -5.71767 0.30860
H 1.07333 -6.33781 -2.08197
H -0.21392 -4.96490 -3.69295
H -1.45598 -2.99914 -2.91541
S -0.33358 2.14520 1.52950
S 1.65623 1.97143 2.02584
S 1.75710 -0.03263 2.69241
S 2.12617 -1.13753 1.00962
```

- total energy (eV) = -112308.401
- 2S+1 = 1
- total charge = 0